No. 1
{"formula": "C22H15N4O9Tc", "method": "ωB97M-V with the def2-TZVPD basis set", "fmax_ha_per_bohr": 0.064, "orbital_gap_ev": [5.37, 5.95], "lumo_ev": [0.4, 1.0], "multiplicity": 2, "homo_ev": [-4.93, -4.97], "charge": -1, "species": ["Tc", "O", "C", "C", "C", "C", "C", "C", "C", "O", "N", "N", "C", "C", "C", "C", "C", "C", "C", "O", "H", "H", "H", "H", "H", "H", "H", "H", "H", "H", "O", "C", "O", "C", "O", "O", "O", "N", "N", "O", "C", "C", "C", "C", "C", "C", "H", "H", "H", "H", "H"], "coordinates": [[-0.41670, 0.01990, -0.80410], [-1.32030, 3.99960, 0.12260], [-0.18000, 4.49740, 0.61710], [-0.06180, 5.88550, 0.70360], [1.09210, 6.46190, 1.18900], [2.13810, 5.66830, 1.64510], [2.02360, 4.29540, 1.58850], [0.88510, 3.68880, 1.06020], [0.82200, 2.22880, 0.93370], [-0.15210, 1.69780, 0.28560], [1.73810, 1.49730, 1.52390], [1.63280, 0.20570, 1.32200], [1.98030, -0.71890, 2.12550], [1.77400, -2.09520, 1.75750], [2.52180, -3.11180, 2.35300], [2.34140, -4.43570, 2.01240], [1.37120, -4.77670, 1.07260], [0.57350, -3.80670, 0.52000], [0.74370, -2.43600, 0.82510], [-0.10420, -1.58860, 0.35540], [-1.20610, 3.02660, 0.02660], [-0.89550, 6.48260, 0.36140], [1.17850, 7.53930, 1.20990], [3.03790, 6.12690, 2.03140], [2.81710, 3.65160, 1.93150], [2.38770, -0.49900, 3.12150], [3.29130, -2.83320, 3.06380], [2.95620, -5.20350, 2.45930], [1.23710, -5.81230, 0.78850], [-0.19110, -4.05370, -0.20150], [2.48510, 1.08090, -3.48540], [1.52950, 0.92270, -2.76060], [1.39200, 0.18270, -1.74940], [0.17660, 1.76710, -3.05030], [0.16310, 2.60090, -3.92450], [-0.74650, 1.41640, -2.26360], [-1.11220, -1.31300, -2.15220], [-2.37830, -1.50380, -2.10480], [-2.99940, -0.91710, -1.14720], [-2.38860, -0.15900, -0.25250], [-4.38680, -0.99330, -1.06560], [-5.05220, -0.16230, -0.16390], [-6.43090, -0.17590, -0.11340], [-7.15200, -1.01820, -0.94550], [-6.48370, -1.87200, -1.81210], [-5.10510, -1.86730, -1.88150], [-4.47340, 0.48350, 0.47760], [-6.94220, 0.47540, 0.58040], [-8.23140, -1.00910, -0.92080], [-7.04540, -2.55140, -2.43640], [-4.57580, -2.52540, -2.55050]], "forces_ev_per_a": [[0.40, -0.79, 0.53], [-0.31, -0.13, -0.15], [0.42, -0.02, 0.22], [-0.11, -0.05, -0.08], [-0.09, -0.02, 0.03], [0.13, 0.06, 0.05], [-0.06, 0.05, -0.09], [-0.24, 0.31, -0.15], [1.35, -1.47, 0.58], [-1.06, 0.44, 0.01], [0.72, 2.00, 1.34], [-0.99, -1.73, -1.46], [0.23, 1.40, 0.50], [-0.64, -0.43, -0.59], [0.04, 0.13, -0.18], [0.04, -0.14, -0.03], [0.15, -0.13, 0.23], [-0.04, 0.60, -0.26], [1.29, -1.44, 1.23], [-1.08, 2.11, -1.86], [0.07, 0.16, 0.00], [-0.01, 0.05, -0.05], [0.00, 0.08, 0.04], [0.04, -0.01, 0.02], [0.09, -0.07, 0.03], [0.14, 0.07, -0.08], [-0.02, 0.01, 0.06], [0.05, -0.04, 0.05], [-0.03, -0.04, -0.01], [-0.12, -0.05, -0.05], [-0.11, -0.31, 0.42], [-0.11, 1.86, -2.03], [-1.02, -1.14, 1.91], [2.66, 0.48, -1.69], [-0.40, -0.27, 0.40], [-1.80, -1.59, 2.28], [-0.80, -0.37, -0.27], [-0.12, 0.09, 0.31], [1.62, -0.52, -0.77], [1.13, 1.02, -0.41], [-1.77, -0.10, 0.09], [0.54, -0.09, -0.11], [-0.20, -0.14, -0.11], [-0.01, 0.03, 0.04], [-0.10, 0.04, 0.05], [0.26, 0.10, 0.14], [0.00, 0.04, -0.02], [-0.03, 0.05, 0.02], [-0.09, -0.04, 0.03], [-0.01, -0.02, -0.08], [0.01, -0.04, -0.08]], "mulliken_charge": [1.277, -0.680, 0.256, -0.652, -0.326, -0.712, -0.462, 0.137, 0.886, -0.514, -0.948, 0.485, -0.801, 0.870, -0.789, -0.476, -0.648, -0.302, 0.188, -0.614, 0.353, 0.427, 0.364, 0.378, 0.462, 0.349, 0.384, 0.371, 0.375, 0.406, -0.659, 0.598, -0.560, 0.632, -0.658, -0.504, -0.276, -0.392, 1.181, -0.468, 0.303, -0.250, -0.614, -0.444, -0.499, -0.386, 0.403, 0.361, 0.371, 0.367, 0.448]}

---

No. 2
{"formula": "C22H16BBrF4GaN5O3", "method": "ωB97M-V with the def2-TZVPD basis set", "fmax_ha_per_bohr": 0.011, "orbital_gap_ev": [4.19, 3.85], "lumo_ev": [4.0, 4.0], "multiplicity": 1, "homo_ev": [-0.23, 0.11], "charge": -2, "species": ["Ga", "Br", "C", "C", "C", "C", "O", "C", "C", "N", "C", "C", "C", "C", "C", "C", "C", "C", "N", "C", "C", "H", "H", "H", "H", "H", "H", "H", "H", "H", "H", "O", "N", "C", "C", "N", "C", "N", "F", "B", "F", "F", "F", "C", "O", "C", "C", "H", "H", "H", "H", "H", "H"], "coordinates": [[-0.31496, -0.24692, -0.58801], [3.76732, 5.62785, -2.61046], [2.57699, 4.13426, -2.41173], [1.53551, 3.98263, -3.31100], [0.67811, 2.89520, -3.12746], [0.82917, 1.97870, -2.08931], [-0.07209, 1.02043, -1.97299], [1.94133, 2.12853, -1.18583], [2.24228, 1.22432, -0.14110], [1.52936, 0.11809, 0.14556], [1.87310, -0.73285, 1.17372], [3.01339, -0.64123, 1.99125], [3.20605, -1.57546, 3.00356], [2.30263, -2.59991, 3.23227], [1.14104, -2.72249, 2.43971], [0.16522, -3.74173, 2.58949], [-0.92237, -3.78360, 1.69877], [-1.07812, -2.81634, 0.74759], [-0.19904, -1.77435, 0.63614], [0.93139, -1.76097, 1.41912], [2.78925, 3.24792, -1.38146], [1.39141, 4.68004, -4.12431], [-0.15036, 2.73101, -3.80639], [3.11959, 1.45252, 0.45732], [3.75252, 0.12987, 1.82572], [4.09358, -1.50010, 3.62421], [2.47646, -3.32368, 4.02138], [0.29605, -4.49925, 3.35275], [-1.64579, -4.58812, 1.74382], [-1.87383, -2.84543, 0.01628], [3.62392, 3.39116, -0.70579], [-2.18000, -0.58391, -1.39365], [-3.43243, -0.72199, -1.31737], [-4.04932, -0.71061, -0.15183], [-3.47300, -0.50861, 1.14321], [-3.09832, -0.35448, 2.22125], [-5.47563, -0.84930, -0.20425], [-6.62138, -0.96493, -0.21635], [-0.31530, -2.48589, -4.21227], [-0.18939, -2.86067, -2.87535], [0.81774, -3.81036, -2.71463], [-1.40328, -3.33253, -2.37041], [0.20259, -1.67383, -2.11241], [-2.32416, 2.56531, -0.69202], [-1.76709, 2.29728, 0.62327], [-1.03256, 1.26287, 0.82823], [-0.46618, 1.29548, 2.19639], [-2.02904, 3.58322, -0.93391], [-3.40445, 2.49311, -0.58861], [-1.92908, 1.87152, -1.42498], [-1.02684, 1.94316, 2.86997], [0.55823, 1.66993, 2.07179], [-0.38021, 0.28512, 2.59109]], "forces_ev_per_a": [[0.55, 0.00, 0.03], [0.00, -0.01, 0.00], [0.02, 0.00, 0.01], [-0.02, -0.02, -0.01], [0.00, 0.06, 0.01], [-0.02, -0.01, 0.10], [-0.12, -0.04, -0.17], [0.00, 0.02, -0.02], [-0.01, -0.01, 0.00], [0.02, -0.03, -0.04], [-0.03, 0.05, 0.01], [0.00, -0.04, 0.00], [0.02, 0.02, -0.01], [-0.02, -0.02, 0.01], [0.01, 0.02, -0.01], [-0.01, 0.01, -0.01], [0.02, -0.03, 0.03], [0.03, 0.04, -0.02], [-0.23, -0.09, 0.07], [-0.04, -0.01, -0.02], [0.00, 0.00, -0.01], [0.00, 0.00, 0.00], [0.00, 0.00, 0.00], [0.01, -0.01, -0.01], [0.00, 0.00, 0.00], [0.00, 0.00, 0.00], [0.00, 0.00, 0.00], [0.00, 0.00, 0.00], [0.00, 0.00, 0.00], [0.00, 0.00, 0.01], [0.00, 0.00, 0.00], [-0.18, 0.01, 0.02], [0.10, -0.01, -0.08], [-0.14, 0.12, 0.06], [0.02, -0.18, -0.05], [0.03, 0.11, 0.01], [0.11, -0.08, 0.00], [-0.03, 0.04, 0.01], [0.02, 0.00, 0.05], [-0.09, -0.08, -0.05], [0.01, 0.02, -0.01], [0.06, 0.03, -0.01], [0.02, 0.10, 0.05], [-0.05, -0.06, 0.16], [0.08, 0.13, -0.05], [-0.06, 0.08, -0.07], [-0.04, -0.10, 0.04], [-0.01, 0.01, 0.00], [-0.02, -0.01, -0.03], [0.02, -0.07, -0.05], [0.00, 0.02, 0.00], [-0.02, 0.01, 0.00], [-0.01, -0.01, 0.02]], "mulliken_charge": [1.203, -0.309, 0.096, -0.595, -0.278, -0.256, -0.343, 0.934, -0.282, -0.313, 0.921, -1.389, -0.756, -0.794, 0.607, -1.142, -0.981, -0.186, 0.731, 0.475, -1.103, 0.390, 0.432, 0.010, 0.265, 0.346, 0.339, 0.333, 0.362, 0.446, 0.446, 0.274, -0.773, 0.848, 0.273, -0.571, -0.039, -0.600, -0.391, 0.426, -0.396, -0.399, -0.275, -0.515, -0.384, 0.531, -1.421, 0.349, 0.261, 0.135, 0.448, 0.383, 0.230]}

---

No. 3
{"formula": "C22H16F2N2O4", "method": "ωB97M-V with the def2-TZVPD basis set", "fmax_ha_per_bohr": 0.034, "orbital_gap_ev": 3.17, "lumo_ev": -3.4, "multiplicity": 1, "homo_ev": -6.54, "species": ["F", "C", "C", "C", "C", "C", "C", "C", "C", "C", "C", "C", "F", "C", "C", "C", "C", "H", "H", "H", "H", "H", "H", "H", "H", "H", "H", "H", "O", "N", "O", "C", "C", "C", "C", "C", "C", "N", "O", "O", "C", "H", "H", "H", "H", "H"], "coordinates": [[-4.07610, 2.90809, 2.91160], [-4.02661, 1.55335, 2.94186], [-5.19796, 0.81646, 2.96158], [-5.14791, -0.55967, 3.05692], [-3.94041, -1.20731, 3.16509], [-2.73512, -0.49040, 3.17837], [-1.49746, -1.15912, 3.43930], [-0.26291, -0.54603, 3.39662], [0.90880, -1.06972, 3.90252], [2.14471, -0.34213, 3.91782], [2.40084, 0.68480, 2.99595], [3.55132, 1.43807, 3.06031], [3.76480, 2.43911, 2.16891], [4.47771, 1.17696, 4.05654], [4.25495, 0.17011, 4.97673], [3.11228, -0.58874, 4.90568], [-2.81480, 0.90404, 3.02271], [-6.13816, 1.33757, 2.90944], [-6.06282, -1.12696, 3.05002], [-3.90917, -2.27873, 3.24831], [-1.54922, -2.18314, 3.76329], [-0.22336, 0.45922, 3.02247], [0.88125, -2.02348, 4.39785], [1.71749, 0.87859, 2.19182], [5.37285, 1.77196, 4.09119], [4.97638, -0.01180, 5.75756], [2.91749, -1.34186, 5.64805], [-1.92918, 1.50589, 2.99784], [-0.91795, -3.92084, -2.21098], [-1.54107, -4.56108, -1.35897], [-2.68611, -4.98761, -1.52904], [-0.88608, -4.83751, -0.09192], [-1.41724, -5.77970, 0.77214], [-0.70912, -6.14238, 1.89846], [0.49801, -5.55693, 2.18092], [1.02621, -4.54113, 1.35122], [2.22575, -3.90503, 1.66914], [2.75702, -2.79992, 0.97758], [3.86625, -2.36345, 1.33890], [2.12030, -2.28224, 0.04351], [0.29693, -4.20927, 0.19482], [-2.37017, -6.22930, 0.53901], [-1.11302, -6.89200, 2.55737], [1.05866, -5.87204, 3.04436], [2.80232, -4.24768, 2.50612], [0.68027, -3.47189, -0.49300]], "forces_ev_per_a": [[0.07, -0.80, -0.15], [0.16, -0.32, 0.23], [-0.28, 0.60, -0.06], [-0.06, -0.03, -0.12], [0.46, -0.19, 0.14], [-0.82, 0.37, -0.24], [0.80, 0.29, 0.03], [-0.57, -0.03, -0.18], [0.37, -0.11, -0.18], [0.43, 0.25, 0.05], [-0.16, 0.26, -0.48], [-0.13, -0.20, 0.19], [-0.11, -0.71, 0.57], [0.30, 0.55, -0.41], [-0.03, -0.02, 0.03], [-0.40, -0.27, -0.05], [0.19, 0.42, -0.01], [-0.21, 0.08, -0.02], [-0.15, -0.07, 0.01], [-0.01, -0.29, 0.06], [-0.05, -0.39, 0.05], [0.06, 0.27, -0.15], [0.02, -0.31, 0.21], [-0.23, 0.06, -0.27], [0.23, 0.13, 0.05], [0.08, -0.01, 0.03], [0.02, -0.28, 0.13], [0.30, 0.24, 0.09], [-0.72, -0.74, 1.07], [-0.64, 0.54, -1.53], [1.03, 0.34, 0.27], [0.41, -0.47, 0.81], [-0.94, -0.21, -0.57], [-0.05, 0.00, 0.10], [0.37, 0.33, -0.07], [-0.83, -0.06, -0.49], [0.78, 1.27, 0.26], [-0.13, -0.65, 0.53], [-0.25, -0.05, 0.11], [0.42, 0.28, 0.19], [-0.13, 0.28, -0.70], [-0.01, -0.08, -0.02], [-0.05, -0.16, 0.10], [0.14, -0.03, 0.23], [0.40, 0.12, 0.02], [-0.06, -0.20, 0.11]], "mulliken_charge": [-0.296, 0.021, -0.354, -0.595, -0.545, 0.863, -0.462, -0.089, -0.400, 0.611, -0.178, -0.045, -0.304, -0.282, -0.615, -0.596, -0.504, 0.444, 0.401, 0.423, 0.424, 0.039, 0.419, 0.551, 0.437, 0.400, 0.418, 0.440, -0.570, 0.990, -0.610, -0.060, -0.561, -0.471, -0.889, 1.242, -1.253, 1.047, -0.720, -0.695, -0.555, 0.497, 0.427, 0.392, 0.421, 0.740]}

---

No. 4
{"formula": "C22H16F3NO2S", "method": "ωB97M-V with the def2-TZVPD basis set", "fmax_ha_per_bohr": 0.030, "e_above_lowest_kcal_mol": 91.7, "orbital_gap_ev": 2.63, "lumo_ev": -3.8, "multiplicity": 1, "homo_ev": -6.44, "species": ["F", "C", "C", "C", "F", "C", "C", "C", "C", "C", "C", "C", "C", "F", "C", "C", "H", "H", "H", "H", "H", "H", "H", "H", "C", "C", "C", "C", "C", "S", "C", "N", "C", "O", "O", "C", "C", "H", "H", "H", "H", "H", "H", "H", "H"], "coordinates": [[2.54915, 6.61731, 1.97077], [2.44994, 5.24213, 1.93113], [3.62921, 4.49628, 1.94173], [3.48170, 3.10472, 1.90931], [4.62156, 2.33218, 1.94167], [2.25517, 2.47393, 1.85937], [1.04991, 3.25572, 1.86988], [-0.16142, 2.52681, 1.85786], [-1.50833, 2.96712, 1.87548], [-2.50923, 1.94218, 1.87605], [-3.85487, 2.25696, 1.92237], [-4.28866, 3.59416, 1.95754], [-3.31465, 4.58966, 1.93560], [-3.72019, 5.90615, 1.96231], [-1.95348, 4.32682, 1.89052], [1.18193, 4.68078, 1.89457], [4.60547, 4.96952, 1.98106], [2.18743, 1.38401, 1.81986], [-0.03027, 1.44264, 1.86356], [-2.18231, 0.89786, 1.83822], [-4.59487, 1.45747, 1.93272], [-5.34444, 3.85140, 1.99938], [-1.25587, 5.15499, 1.86856], [0.31498, 5.33212, 1.89172], [0.09689, -6.93651, -4.05936], [0.34561, -5.68471, -3.26801], [0.19636, -5.69901, -1.87890], [0.44642, -4.55436, -1.12361], [0.84409, -3.38740, -1.76975], [1.18402, -1.90395, -0.82240], [-0.38059, -1.11328, -0.72063], [-1.41218, -1.85111, -0.27370], [-2.34283, -2.46075, 0.14484], [1.63771, -2.34107, 0.47844], [2.00085, -1.04090, -1.64858], [0.99806, -3.35430, -3.15842], [0.74043, -4.50166, -3.90069], [0.26114, -6.75561, -5.12509], [0.77009, -7.73858, -3.73186], [-0.93315, -7.28416, -3.91509], [-0.10807, -6.62320, -1.38235], [0.34781, -4.57424, -0.04025], [-0.48460, -0.06969, -0.96444], [1.32253, -2.43805, -3.64524], [0.86156, -4.49036, -4.98618]], "forces_ev_per_a": [[-0.06, -1.48, -0.06], [-0.25, 0.71, 0.04], [-0.42, -0.41, 0.00], [0.90, -0.31, 0.05], [-1.27, 0.91, -0.08], [-0.54, 0.24, 0.07], [1.45, 0.50, -0.11], [-0.24, -0.22, -0.06], [-0.86, 0.05, -0.10], [0.42, 0.23, 0.02], [-0.31, 0.27, 0.02], [0.45, -0.43, -0.02], [0.23, 0.78, 0.01], [0.39, -1.28, -0.03], [-0.39, -0.38, 0.02], [0.30, -0.37, 0.01], [-0.18, -0.10, -0.02], [0.16, 0.36, 0.00], [-0.09, 0.22, 0.01], [-0.19, 0.37, 0.02], [0.20, 0.21, -0.02], [0.26, -0.01, -0.02], [-0.64, -0.20, 0.02], [0.72, -0.08, 0.03], [-0.04, -0.09, -0.06], [0.04, 0.17, 0.11], [0.07, 0.22, 0.07], [-0.05, -0.20, -0.07], [0.15, 0.13, -0.08], [-0.81, 0.06, -0.59], [0.86, -0.47, 0.26], [-1.17, -0.29, 0.69], [0.96, 0.58, -0.47], [-0.04, 0.16, -0.18], [0.06, -0.01, 0.40], [-0.12, -0.01, 0.15], [0.04, -0.05, 0.15], [-0.05, -0.12, 0.13], [-0.14, 0.12, -0.10], [0.18, 0.02, -0.07], [0.08, 0.28, -0.12], [0.04, 0.06, -0.23], [0.00, -0.04, -0.26], [-0.05, -0.14, 0.14], [-0.02, 0.03, 0.32]], "mulliken_charge": [-0.308, 0.372, -0.713, 0.399, -0.297, -1.046, 1.412, -0.675, 1.374, -0.961, -0.455, -0.530, 0.213, -0.312, -0.731, -0.946, 0.483, 0.470, 0.273, 0.374, 0.409, 0.447, 0.611, 0.609, -1.347, 0.982, -0.624, -0.402, 0.069, 1.175, -0.634, 0.043, -0.251, -0.636, -0.716, -0.438, -0.713, 0.341, 0.318, 0.317, 0.352, 0.421, 0.583, 0.418, 0.270]}

---

no.,electronic energy (eV)
1,-49643.0448
2,-170637.5736
3,-39669.7464
4,-47640.0646